Entry 1:
Entry from the Open Molecules 2025 dataset: a cluster of 2 separate species, C2HIO2 in total (wB97M-V/def2-TZVPD).

As for the total charge: 0. The calculation puts the HOMO energy at -9.981 eV. The calculation puts the orbital gap at 10.20 eV. For the LUMO energy, the calculation gives 0.2 eV.

Element x y z (Å)
C  -1.518  -2.135  -0.375
C  0.475  1.293  -0.028
O  -0.484  -2.473  -0.677
O  -0.585  1.265  -0.523
I  0.714  0.272  1.866
H  1.398  1.778  -0.264



Entry 2:
Entry from the Open Molecules 2025 dataset: the molecule C2HIO2 (wB97M-V/def2-TZVPD).

As for the total charge: 0. The calculation puts the HOMO energy at -10.138 eV. Its SMILES is O=CC(=O)I. The calculation puts the orbital gap at 9.64 eV. For the LUMO energy, the calculation gives -0.5 eV.

Element x y z (Å)
O  -0.280  0.176  1.770
C  0.030  -0.349  0.771
C  -0.279  0.304  -0.548
O  -1.400  0.560  -0.827
I  1.397  0.613  -1.808
H  0.531  -1.305  0.641



Entry 3:
Entry from the Open Molecules 2025 dataset: a structure of composition C2HMnO3 (wB97M-V/def2-TZVPD).

The multiplicity is 7. As for the total charge: +2. The calculation puts the HOMO energy (alpha / beta) at -17.503 / -21.181 eV. Its expectation value of S² is 12.01. The calculation puts the orbital gap (alpha / beta) at 4.31 / 7.78 eV. For the LUMO energy (alpha / beta), the calculation gives -13.2 / -13.4 eV.

Element x y z (Å)
O  0.911  -0.665  1.199
O  1.092  -1.565  -1.712
O  -0.584  0.681  0.446
C  0.429  -0.831  -1.102
C  0.119  -0.492  0.303
Mn  -1.821  1.870  -0.483
H  -0.146  1.002  1.348



Entry 4:
Entry from the Open Molecules 2025 dataset: a structure of composition C2HN2O (wB97M-V/def2-TZVPD).

As for the total charge: +1. The calculation puts the HOMO energy (alpha / beta) at -19.585 / -19.585 eV. The calculation puts the orbital gap (alpha / beta) at 9.80 / 9.80 eV. For the LUMO energy (alpha / beta), the calculation gives -9.8 / -9.8 eV.

Element x y z (Å)
C  2.356  -0.497  -0.002
C  0.481  0.025  0.032
N  1.183  1.065  -0.023
N  3.123  0.412  0.019
O  1.241  -1.140  -0.011
H  -0.569  0.123  0.109



Entry 5:
Entry from the Open Molecules 2025 dataset: a cluster of 2 separate species, C2HN2O2 in total (wB97M-V/def2-TZVPD).

The multiplicity is 3. As for the total charge: -1. The calculation puts the HOMO energy (alpha / beta) at -2.552 / -3.694 eV. Its expectation value of S² is 2.01. The calculation puts the orbital gap (alpha / beta) at 6.08 / 4.10 eV. For the LUMO energy (alpha / beta), the calculation gives 3.5 / 0.4 eV.

Element x y z (Å)
C  1.398  -0.268  0.216
C  -3.454  -0.433  -0.009
N  -2.272  -0.381  -0.106
N  2.554  -0.429  0.145
O  3.753  -0.523  -0.031
O  -4.658  -0.391  0.131
H  0.430  -0.013  0.004



Entry 6:
Entry from the Open Molecules 2025 dataset: the molecule C2HN2OP (wB97M-V/def2-TZVPD).

As for the total charge: 0. The calculation puts the HOMO energy at -11.771 eV. Its SMILES is N#CP(O)C#N. The calculation puts the orbital gap at 10.63 eV. For the LUMO energy, the calculation gives -1.1 eV.

Element x y z (Å)
N  -2.500  -1.694  -0.776
C  -2.185  -0.873  -0.040
P  -1.399  0.301  1.143
O  0.321  -0.324  1.037
C  -1.487  1.501  -0.180
N  -1.637  2.394  -0.903
H  0.412  -1.048  0.345



Entry 7:
Entry from the Open Molecules 2025 dataset: a cluster of 2 separate species, C2HN2PS in total (wB97M-V/def2-TZVPD).

As for the total charge: 0. The calculation puts the HOMO energy at -9.380 eV. Its SMILES is N#CP=S.C#N. The calculation puts the orbital gap at 7.47 eV. For the LUMO energy, the calculation gives -1.9 eV.

Element x y z (Å)
N  3.064  2.107  -0.918
C  3.649  1.499  -0.126
P  4.561  0.300  0.894
S  4.290  -1.027  -0.443
C  0.037  -0.380  0.648
N  1.169  -0.231  0.820
H  -1.011  -0.144  0.711



Entry 8:
Entry from the Open Molecules 2025 dataset: a structure of composition C2HN2S3 (wB97M-V/def2-TZVPD).

As for the total charge: -1. The calculation puts the HOMO energy at -4.173 eV. The calculation puts the orbital gap at 6.64 eV. For the LUMO energy, the calculation gives 2.5 eV.

Element x y z (Å)
C  1.454  -0.025  -0.255
C  -1.466  0.258  0.284
N  0.812  0.302  0.827
N  -0.406  0.217  1.099
S  -1.827  1.297  -0.912
S  -2.187  -1.177  0.788
S  1.163  -1.316  -1.253
H  2.458  0.444  -0.579



Entry 9:
Entry from the Open Molecules 2025 dataset: a cluster of 2 separate species, C2HN3O3 in total (wB97M-V/def2-TZVPD).

As for the total charge: 0. The calculation puts the HOMO energy (alpha / beta) at -10.311 / -10.122 eV. The calculation puts the orbital gap (alpha / beta) at 8.92 / 8.64 eV. For the LUMO energy (alpha / beta), the calculation gives -1.4 / -1.5 eV.

Element x y z (Å)
C  0.055  0.225  0.165
C  1.023  1.110  -0.152
N  -0.856  0.203  -0.735
N  1.830  1.927  -0.315
N  -0.998  1.112  -3.356
O  -0.970  1.444  -2.218
O  -0.804  0.162  -4.027
O  -1.840  -0.510  -0.916
H  0.197  -0.540  1.025



Entry 10:
Entry from the Open Molecules 2025 dataset: the molecule C2HN3O3 (wB97M-V/def2-TZVPD).

As for the total charge: 0. The calculation puts the HOMO energy at -11.566 eV. Its SMILES is O=C(O)c1nnno1. The calculation puts the orbital gap at 11.01 eV. For the LUMO energy, the calculation gives -0.6 eV.

Element x y z (Å)
O  0.616  -0.135  2.176
C  0.699  -0.513  0.994
O  1.795  -1.142  0.595
C  -0.246  0.160  -0.036
N  -0.065  0.300  -1.297
N  -1.306  1.030  -1.687
N  -2.026  1.198  -0.663
O  -1.404  0.715  0.397
H  1.937  -1.613  -0.479



Entry 11:
Entry from the Open Molecules 2025 dataset: the molecule C2HN5 (wB97M-V/def2-TZVPD).

As for the total charge: 0. The calculation puts the HOMO energy at -10.744 eV. Its SMILES is N#Cc1nnn[nH]1. The calculation puts the orbital gap at 9.69 eV. For the LUMO energy, the calculation gives -1.1 eV.

Element x y z (Å)
N  2.943  -0.255  -0.264
C  1.716  -0.137  0.131
C  0.327  -0.102  0.139
N  -0.264  -1.344  0.094
N  -1.618  -0.971  -0.221
N  -1.790  0.178  -0.075
N  -0.627  0.822  -0.160
H  -0.687  1.808  0.356



Entry 12:
Entry from the Open Molecules 2025 dataset: the molecule C2HNO (wB97M-V/def2-TZVPD).

As for the total charge: 0. The calculation puts the HOMO energy at -11.678 eV. Its SMILES is N#CC=O. The calculation puts the orbital gap at 10.70 eV. For the LUMO energy, the calculation gives -1.0 eV.

Element x y z (Å)
N  -2.074  -0.431  -0.053
C  -0.899  -0.262  0.161
C  0.589  0.133  0.061
O  1.494  -0.689  -0.006
H  0.890  1.249  -0.163



Entry 13:
Entry from the Open Molecules 2025 dataset: a cluster of 2 separate species, C2HNO2 in total (wB97M-V/def2-TZVPD).

As for the total charge: 0. The calculation puts the HOMO energy at -11.184 eV. The calculation puts the orbital gap at 11.60 eV. For the LUMO energy, the calculation gives 0.4 eV.

Element x y z (Å)
C  -0.802  -0.179  -0.175
C  1.206  0.675  -0.608
N  -0.962  -0.092  1.016
O  -0.934  -0.589  -1.271
O  1.992  -0.115  -0.694
H  -0.499  0.300  1.732



Entry 14:
Entry from the Open Molecules 2025 dataset: a cluster of 2 separate species, C2HNO2 in total (wB97M-V/def2-TZVPD).

As for the total charge: 0. The calculation puts the HOMO energy at -11.173 eV. The calculation puts the orbital gap at 12.07 eV. For the LUMO energy, the calculation gives 0.9 eV.

Element x y z (Å)
C  0.145  0.811  -0.052
C  -0.965  -0.944  -0.518
N  1.081  0.220  0.359
O  -0.772  1.506  -0.135
O  -1.453  -1.335  0.393
H  1.963  -0.257  -0.046



Entry 15:
Entry from the Open Molecules 2025 dataset: the molecule C2HNO2 (wB97M-V/def2-TZVPD).

As for the total charge: 0. The calculation puts the HOMO energy at -11.866 eV. Its SMILES is N#CC(=O)O. The calculation puts the orbital gap at 11.20 eV. For the LUMO energy, the calculation gives -0.7 eV.

Element x y z (Å)
N  -0.231  1.654  1.642
C  0.374  0.841  0.813
C  0.449  -0.248  -0.231
O  1.447  -0.646  -0.661
O  -0.969  -0.299  -0.609
H  -1.071  -1.303  -0.954



Entry 16:
Entry from the Open Molecules 2025 dataset: the molecule C2HNO2S (wB97M-V/def2-TZVPD).

As for the total charge: 0. The calculation puts the HOMO energy (alpha / beta) at -9.611 / -8.786 eV. The calculation puts the orbital gap (alpha / beta) at 7.74 / 6.78 eV. For the LUMO energy (alpha / beta), the calculation gives -1.9 / -2.0 eV.

Element x y z (Å)
C  0.102  -0.542  -0.184
C  1.468  -0.219  -0.440
N  -0.378  0.723  -0.363
O  -0.225  -1.647  0.195
O  -1.569  1.103  0.212
S  2.824  0.234  0.217
H  -2.222  0.348  0.363



Entry 17:
Entry from the Open Molecules 2025 dataset: the ion C2HNO3 with charge -2 (wB97M-V/def2-TZVPD).

As for the total charge: -2. The calculation puts the HOMO energy at 1.170 eV. Its SMILES is O=C([O-])/N=C\[O-]. The calculation puts the orbital gap at 6.40 eV. For the LUMO energy, the calculation gives 7.6 eV.

Element x y z (Å)
O  -0.703  1.890  0.711
C  -0.776  1.032  -0.168
O  -1.231  1.189  -1.308
N  -0.406  -0.315  0.260
C  0.703  -0.905  0.124
O  1.822  -0.806  -0.316
H  0.592  -2.084  0.697



Entry 18:
Entry from the Open Molecules 2025 dataset: a structure of composition C2HNO3 (wB97M-V/def2-TZVPD).

As for the total charge: 0. The calculation puts the HOMO energy at -9.027 eV. The calculation puts the orbital gap at 8.00 eV. For the LUMO energy, the calculation gives -1.0 eV.

Element x y z (Å)
C  0.327  0.448  0.274
C  0.093  -0.904  1.625
N  0.605  -0.111  2.405
O  -0.585  -1.861  1.431
O  1.179  0.920  2.567
O  0.829  1.443  0.540
H  0.019  0.019  -0.676



Entry 19:
Entry from the Open Molecules 2025 dataset: the molecule C2HNO3S (wB97M-V/def2-TZVPD).

As for the total charge: 0. The calculation puts the HOMO energy at -10.430 eV. The calculation puts the orbital gap at 8.78 eV. For the LUMO energy, the calculation gives -1.6 eV.

Element x y z (Å)
C  0.222  -0.703  -0.996
C  -0.734  -0.810  0.179
N  -0.339  0.420  1.205
O  0.729  0.350  -1.262
O  -1.445  -1.740  0.364
O  1.147  2.341  1.360
S  0.091  1.773  0.609
H  0.330  -1.632  -1.459



Entry 20:
Entry from the Open Molecules 2025 dataset: a cluster of 2 separate species, C2HNO4 in total (wB97M-V/def2-TZVPD).

As for the total charge: 0. The calculation puts the HOMO energy (alpha / beta) at -10.076 / -10.121 eV. Its SMILES is O=CN=O.O=C=O. The calculation puts the orbital gap (alpha / beta) at 8.00 / 8.14 eV. For the LUMO energy (alpha / beta), the calculation gives -2.1 / -2.0 eV.

Element x y z (Å)
O  0.831  0.961  -1.348
C  1.084  0.138  -0.500
N  0.651  -0.989  -0.105
O  0.420  -1.664  0.852
H  2.080  0.174  -0.158
O  -2.199  -0.216  -0.297
C  -1.699  0.465  0.415
O  -1.168  1.132  1.141



It is found that the DFT total energy values, taken in the order of the records, are -14284.8112 -14284.6060 -39527.6828 -7102.7240 -9159.2088 -16405.1154 -25192.1746 -37574.8083 -12694.5561 -12699.2367 -9536.0076 -5625.8052 -7674.1767 -7673.8790 -7672.4333 -18505.3185 -9720.6372 -9717.2499 -20555.0549 -11766.0571 eV.
It is found that the ΔE to the lowest compared entry with this formula, charge and spin values, taken in the order of the records, are 0.0 19.8 244.6 271.3 210.2 37.5 119.3 254.5 922.9 471.3 227.2 74.7 90.1 118.8 258.3 530.7 96.9 499.7 272.7 310.8 kJ/mol.